No. 1
{"formula": "C4H7NOS", "method": "ωB97M-V with the def2-TZVPD basis set", "symbols": ["N", "C", "C", "C", "O", "C", "S", "H", "H", "H", "H", "H", "H", "H"], "coordinates": [[0.534, 1.864, -0.020], [-0.067, 0.653, 0.125], [-1.420, 0.628, 0.005], [-2.206, -0.582, 0.172], [-3.355, -0.735, -0.336], [0.949, -0.368, 0.696], [2.400, -0.647, -0.279], [0.037, 2.531, -0.592], [1.466, 1.711, -0.312], [-1.939, 1.592, -0.298], [-1.630, -1.375, 0.660], [1.263, 0.021, 1.707], [0.372, -1.304, 1.009], [1.598, -1.973, -0.872]], "orbital_gap_ha": 0.3159, "e_above_lowest_ev": 2.375, "total_energy_ev": -18632.175, "total_charge": 0, "smiles": "N/C(=C/C=O)CS", "max_force_ev_per_a": 4.72, "lumo_ev": -0.299}

=====

No. 2
{"formula": "C4H7NOS", "method": "ωB97M-V with the def2-TZVPD basis set", "symbols": ["C", "C", "C", "C", "N", "O", "S", "H", "H", "H", "H", "H", "H", "H"], "coordinates": [[-3.073, 0.988, -0.110], [-2.478, -0.221, -0.096], [1.303, -0.459, -0.117], [-0.070, 0.146, 0.146], [-1.099, -0.743, -0.144], [-3.475, -1.080, 0.182], [-4.600, 0.133, 0.077], [-2.955, 1.964, -0.394], [1.095, -1.164, -0.838], [1.856, 0.403, -0.567], [1.865, -0.793, 0.755], [-0.085, 0.575, 1.249], [-0.200, 0.909, -0.719], [-1.206, -1.745, 0.258]], "orbital_gap_ha": 0.3095, "e_above_lowest_ev": 3.551, "total_energy_ev": -18630.999, "total_charge": 0, "max_force_ev_per_a": 6.52, "lumo_ev": 0.551}

=====

No. 3
{"formula": "C4H7NOS", "method": "ωB97M-V with the def2-TZVPD basis set", "symbols": ["N", "C", "C", "C", "O", "C", "S", "H", "H", "H", "H", "H", "H", "H"], "coordinates": [[-1.780, -0.617, -0.021], [-0.485, -0.141, 0.225], [0.408, -0.950, 0.857], [1.792, -0.502, 1.155], [2.549, -1.098, 1.933], [-0.246, 1.232, -0.308], [-0.567, 1.376, -2.121], [-1.898, -1.642, 0.122], [-2.284, -0.154, -0.765], [0.154, -1.981, 1.100], [2.146, 0.380, 0.531], [-0.902, 1.989, 0.116], [0.778, 1.606, -0.178], [0.336, 0.502, -2.646]], "orbital_gap_ha": 0.3446, "e_above_lowest_ev": 1.021, "total_energy_ev": -18633.528, "total_charge": 0, "smiles": "N/C(=C/C=O)CS", "max_force_ev_per_a": 2.27, "lumo_ev": 0.494}

=====

No. 4
{"formula": "C4H7NOS", "method": "ωB97M-V with the def2-TZVPD basis set", "symbols": ["C", "C", "C", "C", "N", "O", "S", "H", "H", "H", "H", "H", "H", "H"], "coordinates": [[-0.192, -1.044, 1.091], [0.147, -0.180, -1.355], [-0.659, -0.239, -0.015], [0.995, 0.987, -0.996], [-0.954, -1.306, 2.177], [0.963, -1.417, 1.072], [0.385, 2.441, -1.622], [0.759, -1.062, -1.690], [-0.625, 0.093, -2.128], [-1.386, 0.603, -0.123], [1.706, 0.866, -0.256], [-1.922, -0.992, 2.034], [-0.487, -2.012, 2.844], [1.268, 3.262, -1.033]], "orbital_gap_ha": [0.3033, 0.2581], "e_above_lowest_ev": 3.180, "total_energy_ev": -18631.369, "total_charge": 0, "max_force_ev_per_a": 3.24, "lumo_ev": [0.248, -0.257]}

=====

No. 5
{"formula": "C4H7NOS", "method": "ωB97M-V with the def2-TZVPD basis set", "symbols": ["O", "C", "C", "C", "N", "C", "S", "H", "H", "H", "H", "H", "H", "H"], "coordinates": [[-0.870, 2.101, -0.138], [-1.428, 0.931, 0.475], [-1.322, -0.266, -0.503], [-1.346, -1.653, 0.175], [-0.140, -1.117, -0.409], [1.055, -0.953, 0.203], [2.069, 0.315, -0.012], [0.104, 1.993, -0.179], [-2.489, 1.092, 0.580], [-1.030, 0.714, 1.405], [-1.548, -0.177, -1.572], [-1.440, -1.659, 1.249], [-1.813, -2.537, -0.252], [1.298, -1.810, 0.831]], "orbital_gap_ha": 0.3314, "e_above_lowest_ev": 2.211, "total_energy_ev": -18632.339, "total_charge": 0, "smiles": "OC[C@@H]1CN1C=S", "max_force_ev_per_a": 4.08, "lumo_ev": 0.157}

=====

No. 6
{"formula": "C4H7NOS", "method": "ωB97M-V with the def2-TZVPD basis set", "symbols": ["C", "C", "N", "C", "C", "O", "S", "H", "H", "H", "H", "H", "H", "H"], "coordinates": [[-1.443, -0.017, -0.820], [-0.481, 0.851, -0.058], [-0.095, 0.444, 1.292], [0.924, 0.455, 0.241], [1.423, -0.907, -0.125], [0.832, -1.885, 0.558], [2.554, -1.165, -1.266], [-1.378, 0.171, -1.905], [-1.213, -1.067, -0.661], [-2.452, 0.185, -0.462], [-0.599, 1.920, -0.205], [-0.014, 1.220, 1.967], [1.707, 1.233, 0.239], [0.236, -1.438, 1.205]], "orbital_gap_ha": 0.3371, "e_above_lowest_ev": 1.178, "total_energy_ev": -18633.371, "total_charge": 0, "smiles": "C[C@H]1N[C@H]1C(O)=S", "max_force_ev_per_a": 0.88, "lumo_ev": 0.529}

=====

No. 7
{"formula": "C4H7NP2", "method": "ωB97M-V with the def2-TZVPD basis set", "symbols": ["C", "C", "C", "P", "H", "H", "H", "H", "H", "N", "C", "P", "H", "H"], "coordinates": [[0.107, 1.623, -0.089], [1.307, 1.050, 0.603], [2.019, 0.055, 0.165], [3.038, -1.055, -0.469], [0.215, 2.702, -0.196], [-0.787, 1.434, 0.508], [-0.023, 1.178, -1.074], [1.528, 1.484, 1.573], [2.371, -2.166, 0.067], [-0.196, -1.579, 0.788], [-1.204, -1.273, 0.338], [-2.747, -0.689, -0.294], [-3.306, -1.968, -0.300], [-2.322, -0.795, -1.621]], "orbital_gap_ha": 0.3528, "e_above_lowest_ev": 1.773, "total_energy_ev": -24325.872, "total_charge": 0, "smiles": "CC=C=P.N#CP", "max_force_ev_per_a": 0.64, "lumo_ev": 0.656}

=====

No. 8
{"formula": "C4H7NP2", "method": "ωB97M-V with the def2-TZVPD basis set", "symbols": ["H", "N", "C", "P", "C", "C", "H", "H", "H", "H", "H", "C", "P", "H"], "coordinates": [[-0.460, -0.342, 1.653], [0.057, -0.585, 0.831], [0.435, 0.293, 0.026], [-0.068, 2.058, 0.396], [1.154, 0.010, -1.213], [2.006, -1.043, -1.158], [1.251, 2.276, 0.676], [-0.055, 1.704, 1.773], [0.880, 0.519, -2.037], [2.638, -1.154, -2.030], [2.138, -1.718, -0.313], [-3.212, -0.764, 0.570], [-3.683, -0.365, -0.856], [-3.082, -0.889, 1.683]], "orbital_gap_ha": 0.3399, "e_above_lowest_ev": 3.158, "total_energy_ev": -24324.487, "total_charge": 0, "smiles": "[H]/N=C(\\P)C=C.C#P", "max_force_ev_per_a": 5.62, "lumo_ev": 0.339}